Computed, not measured: 2 unconnected molecules or ions with the total composition CH5NO2, with ωB97M-V/def2-TZVPD.

* HOMO-LUMO gap (alpha / beta): 12.2 / 7.1 eV
* relative energy (zero: lowest compared OMol25 entry of this formula, charge and spin): 5.2 kcal per mole
* highest occupied orbital energy (alpha / beta): -16.9776 / -16.8195 eV
* LUMO energy (alpha / beta): -4.79 / -9.73 eV

Structure (ORCA input):
```
! wB97M-V def2-TZVPD RIJCOSX def2/J DEFGRID3
* xyz 1 2
C -1.0513 -0.6970 -0.4308
N -0.1973 -0.9473 0.5242
O -1.0071 0.2924 -1.1706
H -1.8826 -1.4167 -0.6347
H 0.6475 -0.3699 0.5271
H -0.3601 -1.6710 1.2135
H 1.2609 1.3914 -0.7425
H 1.1177 2.1347 0.5158
O 1.4724 1.2833 0.1980
*
```